1.
A 2-piece molecular cluster, C3H11NO2 overall at a distorted geometry, computed with ωB97M-V/def2-TZVPD.

Cartesian coordinates (Å):
C -0.104 -0.214 0.450
O -1.300 -0.704 1.098
C -0.365 0.224 -0.971
C 0.721 1.041 -1.482
N -0.437 -0.920 -1.900
H 0.183 0.691 0.964
H 0.784 -0.914 0.556
H -1.504 -1.583 0.894
H -1.397 0.646 -1.044
H 0.789 1.014 -2.609
H 1.744 0.908 -1.181
H 0.346 2.165 -1.285
H -0.459 -0.809 -2.870
H 0.363 -1.620 -1.679
H -0.352 0.064 3.145
H 0.553 0.306 4.315
O 0.434 -0.297 3.601

HOMO-LUMO gap (spin up / spin down): 10.55 / 5.36 eV
E_LUMO (spin up / spin down): -3.7 / -8.9 eV
2S+1: 2
Net charge: +1
ΔE to the lowest compared entry with this formula, charge and spin: 173.0 kJ/mol

Atomic partial charges in e from the natural (NBO) method, atoms 1 to 2:
1. C -0.0929
2. O -0.7024



2.
A 2-piece molecular cluster, C3H11NO2 overall at a distorted geometry, computed with ωB97M-V/def2-TZVPD.

Cartesian coordinates (Å):
C 0.020 -0.963 -0.097
C -1.395 -0.432 -0.479
C -2.060 0.174 0.751
O -3.316 0.651 0.381
N 0.599 -1.636 -1.248
H -0.005 -1.618 0.850
H 0.585 -0.098 0.206
H -2.200 -1.082 -0.960
H -1.334 0.315 -1.248
H -1.438 0.991 1.183
H -2.259 -0.637 1.433
H -3.300 1.585 0.119
H 0.611 -2.659 -1.017
H 1.583 -1.404 -1.316
H 5.627 2.391 0.222
H 4.393 1.406 0.091
O 5.060 1.775 0.688

HOMO-LUMO gap (spin up / spin down): 10.50 / 4.41 eV
E_LUMO (spin up / spin down): -3.5 / -9.6 eV
2S+1: 2
Net charge: +1
ΔE to the lowest compared entry with this formula, charge and spin: 200.4 kJ/mol

Atomic partial charges in e from the natural (NBO) method, atoms 1 to 2:
1. C -0.2578
2. C -0.4031



3.
A 2-piece molecular cluster, C3H11NO2S overall at a distorted geometry, computed with ωB97M-V/def2-TZVPD.

Cartesian coordinates (Å):
C 0.282 1.566 -1.446
O 0.496 0.587 -2.426
C 0.009 0.974 0.006
C -1.122 1.721 0.709
S -1.286 1.180 2.509
N -0.271 -0.479 -0.010
H -0.650 2.109 -1.659
H 1.109 2.243 -1.274
H 0.822 -0.160 -1.942
H 0.831 1.137 0.721
H -1.114 2.804 0.753
H -2.092 1.284 0.469
H -0.750 2.287 3.095
H -0.700 -0.865 0.828
H 0.650 -0.916 0.073
H 2.067 -5.967 -1.039
H 2.844 -6.047 -2.354
O 2.558 -5.432 -1.665

HOMO-LUMO gap (spin up / spin down): 9.22 / 4.06 eV
E_LUMO (spin up / spin down): -4.2 / -9.4 eV
2S+1: 2
Net charge: +1
ΔE to the lowest compared entry with this formula, charge and spin: 154.9 kJ/mol

Atomic partial charges in e from the natural (NBO) method, atoms 1 to 2:
1. C -0.0520
2. O -0.6447



4.
A 3-piece molecular cluster, C3H11NO3 overall at a distorted geometry, computed with ωB97M-V/def2-TZVPD.

Cartesian coordinates (Å):
C 1.314 0.069 2.423
C 0.338 0.177 1.283
C 0.765 0.567 -0.083
N 1.991 1.183 -0.262
O 0.110 0.243 -1.069
H 0.710 -0.145 3.309
H 2.138 -0.719 2.166
H 1.974 0.992 2.684
H -0.559 0.820 1.530
H -0.313 -0.782 1.200
H 2.612 1.540 0.486
H 2.380 1.173 -1.248
H -3.852 -2.720 -0.396
H -4.823 -2.000 0.158
O -4.713 -2.859 -0.059
H 0.129 0.298 -4.617
H -0.078 1.045 -3.253
O -0.122 1.118 -4.253

HOMO-LUMO gap: 10.83 eV
E_LUMO: 0.5 eV
ΔE to the lowest compared entry with this formula, charge and spin: 129.6 kJ/mol
SMILES: CCC(N)=O.O.O

Atomic partial charges in e from the natural (NBO) method, atoms 1 to 2:
1. C -0.6201
2. C -0.5262



5.
A 4-piece molecular cluster, C3H11NO3 overall at a distorted geometry, computed with ωB97M-V/def2-TZVPD.

Cartesian coordinates (Å):
C 1.911 0.859 0.145
C 1.591 1.079 -1.116
C 0.160 1.559 1.484
N 0.910 0.605 1.133
H 2.945 0.860 0.473
H 0.577 1.153 -1.525
H 2.298 1.268 -1.900
H -0.580 1.241 2.218
H 0.110 2.599 1.144
H -0.075 -2.758 1.540
H 1.033 -1.927 0.933
O 0.335 -2.540 0.692
H -2.424 0.384 -0.901
H -1.437 0.045 -1.991
O -2.016 0.758 -1.687
H -1.019 -1.555 0.048
H -2.362 -2.217 -0.505
O -1.956 -1.413 -0.185

HOMO-LUMO gap: 10.19 eV
E_LUMO: 0.7 eV
ΔE to the lowest compared entry with this formula, charge and spin: 239.5 kJ/mol
SMILES: C=CN=C.O.O.O

Atomic partial charges in e from the natural (NBO) method, atoms 1 to 2:
1. C -0.0667
2. C -0.4397



6.
A 4-piece molecular cluster, C3H11NO3 overall at a distorted geometry, computed with ωB97M-V/def2-TZVPD.

Cartesian coordinates (Å):
C -0.479 -0.345 2.146
C -1.491 -0.354 1.284
C 1.320 0.714 1.268
N 0.884 -0.398 1.723
H -0.641 -0.176 3.204
H -1.372 -0.250 0.216
H -2.500 -0.268 1.664
H 2.193 0.788 0.627
H 0.679 1.585 1.406
H 1.330 -1.278 -0.098
H 1.877 -2.407 -1.005
O 1.103 -1.852 -0.866
H -0.144 1.486 -1.812
H -0.788 2.870 -1.521
O -0.197 2.205 -1.168
H -1.100 -1.149 -2.748
H -0.102 -0.782 -1.776
O -0.572 -0.391 -2.544

HOMO-LUMO gap: 10.18 eV
E_LUMO: 0.8 eV
ΔE to the lowest compared entry with this formula, charge and spin: 245.3 kJ/mol
SMILES: C=CN=C.O.O.O

Atomic partial charges in e from the natural (NBO) method, atoms 1 to 2:
1. C -0.0475
2. C -0.4325